Density functional theory data (the ωB97M-V functional and the def2-TZVPD basis) for the molecule C18H21FN4O2S.

For the gap between HOMO and LUMO, the calculation gives 9.0 eV. As for the HOMO energy: -0.321 hartree. Its SMILES is CCCc1nnc(NC(=O)[C@@H]2CC(=O)N(CCc3ccc(F)cc3)C2)s1. Its net charge is 0. For the calculated total energy, the calculation gives -42615.855 eV. As for the energy relative to the best compared isomer or geometry (same formula, charge and spin): 10.4 kcal/mol.

Element x y z (Å)
C -7.99 -0.95 -1.57
C -6.82 -1.07 -0.60
H -7.14 -0.81 0.41
H -6.46 -2.10 -0.57
C -5.67 -0.16 -1.00
C -4.52 -0.27 -0.07
N -4.44 -1.05 0.93
N -3.31 -0.98 1.62
C -2.47 -0.11 1.15
N -1.28 0.09 1.78
C -0.17 0.87 1.54
O 0.71 0.89 2.37
C -0.14 1.65 0.24
H -1.06 2.22 0.16
C 0.06 0.71 -0.95
C 1.51 0.90 -1.38
O 2.10 0.25 -2.21
N 2.01 1.96 -0.71
C 1.09 2.58 0.21
H 1.53 2.67 1.21
H 0.82 3.59 -0.15
C 3.38 2.39 -0.81
H 3.41 3.48 -0.78
H 3.74 2.04 -1.79
C 4.26 1.79 0.30
C 4.25 0.29 0.20
C 3.36 -0.46 0.96
C 3.29 -1.84 0.82
C 4.13 -2.45 -0.10
C 5.02 -1.73 -0.87
C 5.07 -0.36 -0.71
H 5.76 0.22 -1.31
H 5.65 -2.24 -1.57
F 4.07 -3.80 -0.24
H 2.61 -2.43 1.40
H 2.71 0.03 1.67
H 5.27 2.17 0.18
H 3.88 2.10 1.27
H -0.58 0.97 -1.79
H -0.10 -0.34 -0.71
H -1.20 -0.46 2.64
S -3.07 0.73 -0.27
H -6.00 0.89 -1.03
H -5.32 -0.41 -2.01
H -8.80 -1.60 -1.26
H -8.36 0.08 -1.59
H -7.68 -1.22 -2.57